# 1
ORCA calculation (wB97M-V/def2-TZVPD) on a 8-piece molecular cluster, C26H74N8O8 overall in a non-equilibrium geometry.

As for the SMILES: COC[C@H](C)N.COC[C@H](C)N.COC[C@H](C)N.COC[C@H](C)N.COC[C@H](C)N.COC[C@H](C)N.NC(N)=O.CO. As for the gap between HOMO and LUMO: 0.3417 Ha. The LUMO energy is 0.263 eV. For the energy, the calculation gives -56460.3498 eV.

```
116
Properties=species:S:1:pos:R:3:forces:R:3:mulliken_charge:R:1
C -4.139 5.242 0.984 0.446 0.254 0.104 -0.9440
O -3.751 4.152 0.185 -0.118 -0.281 0.048 -0.1823
C -4.023 4.315 -1.197 -0.253 -0.030 0.444 -0.9097
C -4.076 2.957 -1.846 0.305 -1.697 -1.278 0.5702
C -2.680 2.387 -2.209 -0.726 0.062 -0.390 -0.0295
N -4.970 3.022 -3.018 0.134 0.683 -0.389 -0.8030
H -3.551 6.135 0.732 -0.263 0.083 -0.123 0.3672
H -3.893 5.006 2.019 -0.119 -0.170 -0.018 0.2364
H -5.211 5.435 0.898 0.000 0.115 -0.031 0.3566
H -4.992 4.805 -1.351 0.036 0.037 0.128 0.4812
H -3.234 4.932 -1.649 -0.090 0.031 -0.102 0.3374
H -4.534 2.180 -1.229 -0.142 0.543 0.589 0.2433
H -2.107 3.182 -2.693 0.533 -0.145 0.429 0.3518
H -2.766 1.614 -2.978 -0.295 0.038 0.027 -0.3762
H -2.230 1.855 -1.372 0.474 0.586 0.120 -0.1731
H -4.667 3.763 -3.650 -0.048 0.073 0.140 0.2567
H -4.890 2.191 -3.594 0.013 -0.168 0.289 0.2537
C 1.149 5.624 3.125 -0.004 0.320 0.058 -0.6857
O 1.265 4.234 3.286 0.026 -0.080 0.037 -0.4379
C 0.795 3.466 2.194 0.042 0.023 0.435 0.0469
C -0.717 3.508 2.068 -0.969 0.004 -0.003 0.3558
C -1.417 2.847 3.243 0.444 -0.122 0.270 -1.1263
N -1.151 2.865 0.802 0.392 0.683 0.473 -0.6184
H 0.129 5.994 3.284 -0.002 -0.094 -0.059 0.2398
H 1.485 5.954 2.132 -0.005 -0.085 0.001 0.2836
H 1.784 6.093 3.875 0.032 -0.054 -0.015 0.2878
H 1.287 3.816 1.275 -0.097 -0.138 -0.111 0.4408
H 1.102 2.444 2.430 0.068 -0.043 -0.302 -0.4098
H -1.054 4.555 2.084 0.205 0.031 -0.151 0.4762
H -2.499 2.932 3.148 -0.037 -0.025 0.022 0.4165
H -1.096 3.316 4.176 -0.120 0.071 -0.030 0.5007
H -1.143 1.792 3.334 -0.090 -0.010 -0.187 -0.2259
H -0.835 3.508 0.079 -0.042 -0.400 -0.344 0.2957
H -2.169 2.914 0.744 0.155 0.086 0.073 0.2006
C 3.870 -5.465 1.034 0.096 0.783 0.602 -0.6128
O 4.431 -4.204 0.692 -0.272 -0.408 -0.080 -0.3896
C 4.115 -3.653 -0.568 0.680 0.552 -0.616 -0.9253
C 3.911 -2.143 -0.397 0.173 -0.807 -0.790 2.1120
C 3.728 -1.496 -1.766 -0.039 -0.101 0.370 -1.2811
N 5.073 -1.551 0.280 -0.346 -0.144 -0.062 -0.6924
H 2.840 -5.304 1.360 -0.141 -0.361 -0.309 0.1407
H 4.424 -5.780 1.919 0.041 -0.220 -0.126 0.2875
H 3.958 -6.216 0.249 -0.065 0.052 -0.113 0.3026
H 4.997 -3.791 -1.216 -0.088 -0.034 -0.046 0.3237
H 3.272 -4.070 -1.131 -0.202 -0.377 0.612 0.3566
H 2.963 -2.040 0.141 0.286 0.351 0.469 -1.0718
H 3.448 -0.457 -1.617 -0.027 0.090 -0.348 -0.0325
H 2.951 -2.002 -2.342 -0.097 0.101 0.041 0.2473
H 4.648 -1.534 -2.353 0.038 0.060 0.028 0.5466
H 5.411 -2.243 0.944 -0.117 0.219 0.239 0.3303
H 5.807 -1.515 -0.425 0.016 0.213 0.060 0.3701
C -2.213 -3.797 3.593 -0.468 -0.611 0.082 -0.8042
O -1.799 -4.320 2.351 0.025 -0.037 -0.019 -0.4401
C -1.536 -3.333 1.382 -0.253 0.503 0.041 -0.0218
C -0.996 -3.983 0.127 0.885 -0.380 0.259 -0.0485
C 0.381 -4.602 0.449 -0.423 -0.489 -0.392 -0.9822
N -0.851 -3.052 -0.978 -0.330 0.246 -0.501 -0.4688
H -2.810 -2.888 3.473 0.244 0.163 0.031 0.3443
H -1.373 -3.663 4.279 0.051 0.311 -0.098 0.2278
H -2.876 -4.541 4.045 0.086 0.006 0.000 0.3580
H -2.445 -2.742 1.178 -0.034 -0.181 -0.066 0.5153
H -0.791 -2.601 1.736 0.001 -0.073 0.049 -0.1353
H -1.633 -4.811 -0.187 -0.278 0.203 -0.051 0.5850
H 0.270 -5.659 0.703 0.003 0.136 0.387 0.3887
H 0.867 -4.074 1.269 0.191 -0.002 -0.065 -0.1576
H 0.994 -4.609 -0.453 0.103 0.303 0.061 0.3427
H -1.750 -2.802 -1.376 -0.018 -0.072 0.086 0.2902
H -0.430 -2.176 -0.692 0.095 -0.224 0.244 -0.0951
C -2.866 -2.929 -7.029 -0.169 -0.653 -0.257 -0.7702
O -1.942 -1.888 -6.901 0.126 0.173 0.272 -0.3321
C -1.342 -1.834 -5.628 -0.114 -0.277 0.822 -0.7869
C -0.758 -0.454 -5.396 -0.338 0.363 -0.843 0.4068
C -0.152 -0.312 -4.029 0.950 0.174 0.233 -0.9812
N -1.732 0.651 -5.593 0.017 -0.857 0.419 -0.6620
H -3.719 -2.844 -6.344 0.005 0.294 -0.037 0.3243
H -2.431 -3.920 -6.833 0.205 0.133 -0.044 0.3084
H -3.208 -2.917 -8.063 -0.136 0.001 0.088 0.2558
H -2.065 -2.075 -4.825 -0.214 0.230 -0.235 0.2809
H -0.565 -2.603 -5.498 0.083 0.075 -0.335 0.4576
H -0.007 -0.317 -6.182 0.204 0.026 0.253 0.3420
H 0.325 0.669 -3.976 -0.010 -0.003 0.139 0.3700
H 0.635 -1.049 -3.848 -0.067 -0.039 -0.054 0.2711
H -0.848 -0.384 -3.190 -0.319 -0.059 -0.265 0.0653
H -2.337 0.576 -4.777 -0.237 0.303 -0.178 0.0286
H -2.310 0.406 -6.393 0.019 0.105 -0.020 0.3213
C -1.439 -0.456 5.824 -0.450 0.377 0.283 -0.4257
O -0.052 -0.442 5.643 0.182 -0.340 0.021 -0.4781
C 0.323 -0.821 4.344 0.514 -0.011 -0.668 1.2234
C 1.831 -0.932 4.212 0.601 -1.216 0.676 0.1250
C 2.212 -1.097 2.760 0.709 0.226 -0.185 -0.0491
N 2.381 -2.106 4.961 -0.932 -0.046 0.145 -0.8636
H -1.916 -1.409 5.569 0.203 -0.070 -0.176 0.1519
H -1.912 0.347 5.241 -0.064 -0.126 -0.045 0.1308
H -1.646 -0.271 6.879 0.106 0.055 -0.025 0.3139
H -0.038 -1.825 4.071 -0.341 0.095 0.211 -0.4885
H -0.058 -0.137 3.570 -0.126 0.115 0.221 -0.4790
H 2.379 -0.113 4.685 -0.402 0.461 -0.347 0.4444
H 3.281 -1.309 2.683 0.045 0.255 0.068 0.4858
H 1.992 -0.180 2.211 -0.081 -0.168 -0.223 -0.0752
H 1.753 -1.959 2.266 -0.463 0.151 0.164 -0.6584
H 1.954 -2.087 5.888 0.311 0.180 0.054 0.3107
H 1.965 -2.955 4.571 0.227 0.078 -0.238 0.2478
N 3.712 2.393 -0.940 0.035 0.054 -0.404 -0.2308
C 3.696 2.771 -2.260 -0.638 0.510 0.128 0.6863
N 3.707 4.134 -2.472 0.188 -0.239 0.402 -0.4245
O 3.615 1.980 -3.178 0.276 -0.238 -0.040 -0.6046
H 3.700 3.040 -0.175 0.077 -0.065 -0.017 0.1858
H 3.633 1.409 -0.765 0.069 -0.056 0.216 0.0495
H 3.575 4.776 -1.712 0.079 0.076 -0.127 0.1440
H 3.685 4.467 -3.415 -0.081 -0.046 -0.052 0.2267
C 0.351 0.204 -0.419 0.360 0.043 0.100 0.6785
O -0.363 0.215 0.792 -0.074 -0.270 0.289 -0.0791
H 1.398 -0.083 -0.248 -0.066 0.008 0.046 -0.0393
H -0.074 -0.535 -1.096 -0.014 0.180 -0.239 -0.7945
H 0.361 1.175 -0.924 -0.114 0.004 0.032 0.2920
H -0.736 1.111 0.930 0.162 0.083 -0.360 0.1067
```
Forces are in eV/Å.

# 2
ORCA calculation (wB97M-V/def2-TZVPD) on a 11-piece molecular cluster, C26H76N2O20 overall in a non-equilibrium geometry.

As for the SMILES: COC[C@H](C)N.COC[C@H](C)N.OCCO.OCCO.OCCO.OCCO.OCCO.OCCO.OCCO.OCCO.OCCO. The energy relative to the best compared isomer or geometry (same formula, charge and spin) comes out at 639.46 kJ/mol. As for the gap between HOMO and LUMO: 0.3287 Ha. The LUMO energy is -0.119 eV. For the energy, the calculation gives -72113.7054 eV.

```
124
Properties=species:S:1:pos:R:3:forces:R:3:mulliken_charge:R:1
C 9.137 -4.194 -2.188 -1.910 0.200 1.024 -0.7462
O 8.007 -3.819 -3.025 0.615 -0.076 -0.129 -0.3409
C 7.254 -2.659 -2.658 -0.447 -0.148 0.826 -0.6881
C 6.185 -2.956 -1.543 0.778 -2.368 -1.168 0.5254
C 5.169 -4.063 -2.052 0.803 0.574 1.289 -1.2890
N 5.459 -1.846 -1.090 -1.043 2.153 0.063 -0.7195
H 10.060 -3.624 -2.293 -0.147 0.112 -0.540 0.2875
H 9.296 -5.272 -2.216 0.119 0.093 -0.921 0.3063
H 8.797 -4.102 -1.157 0.192 0.442 0.348 0.2854
H 7.922 -1.835 -2.407 0.196 0.076 0.509 0.3444
H 6.696 -2.274 -3.512 0.092 -0.471 -0.407 0.3419
H 6.713 -3.355 -0.677 0.406 -0.700 -0.077 0.2163
H 4.290 -4.049 -1.407 -0.089 0.200 0.124 0.3940
H 5.626 -5.030 -1.842 -0.018 -0.129 -0.702 0.3099
H 4.794 -3.932 -3.067 0.454 -0.032 -0.066 0.3008
H 6.046 -1.103 -0.737 0.294 0.157 -0.102 0.2054
H 4.909 -2.118 -0.288 -0.301 -0.055 -0.053 0.2690
C -2.355 4.829 -5.177 -0.120 0.508 1.689 -0.8497
O -2.200 4.075 -6.329 -0.615 -0.403 0.511 -0.2415
C -2.236 4.859 -7.492 0.514 -0.849 -0.358 -0.6804
C -1.925 3.911 -8.652 0.854 0.098 -1.275 0.2837
C -1.518 4.717 -9.908 0.010 1.107 1.708 -1.3219
N -2.946 2.969 -9.071 -0.529 -0.278 0.485 -0.6410
H -1.505 5.472 -4.949 0.361 0.147 -0.326 0.3069
H -2.490 4.233 -4.274 0.322 -0.776 -0.320 0.2863
H -3.235 5.466 -5.088 -0.370 0.229 -0.906 0.3316
H -3.204 5.348 -7.610 -0.194 0.195 -0.044 0.3434
H -1.435 5.592 -7.400 -0.007 0.443 -0.267 0.3649
H -1.030 3.373 -8.340 -0.138 -0.384 0.101 0.3173
H -0.644 5.290 -9.598 0.468 -0.093 -0.405 0.3546
H -2.261 5.513 -9.961 -0.346 -0.071 -0.914 0.2894
H -1.338 4.175 -10.836 -0.292 -0.043 0.343 0.3579
H -3.062 2.185 -8.444 0.323 -0.085 0.270 0.2434
H -3.850 3.418 -9.042 -0.234 0.240 -0.287 0.2559
O 4.988 4.612 -6.578 0.227 0.200 -1.771 -0.5286
C 3.714 4.110 -6.276 0.366 0.180 2.352 -0.4600
C 3.921 3.015 -5.224 -1.844 -0.316 -0.949 -0.2767
O 4.720 3.351 -4.128 0.461 0.485 0.033 -0.5003
H 5.338 5.074 -5.812 -0.186 -0.153 0.175 0.3147
H 3.080 4.920 -5.917 -0.081 0.169 0.448 0.2643
H 3.088 3.671 -7.053 0.929 -0.040 -0.763 0.3176
H 4.295 2.155 -5.779 0.274 -0.174 0.175 0.2850
H 2.910 2.792 -4.882 -0.252 -0.464 0.179 0.2770
H 5.031 2.523 -3.754 0.093 0.097 0.129 0.3058
O -5.822 -4.620 -0.696 -0.403 2.578 -2.986 -0.4647
C -5.815 -5.223 0.493 0.498 -2.719 1.992 -0.4287
C -4.463 -5.152 1.137 0.181 0.741 0.472 -0.4282
O -4.186 -3.907 1.758 -0.340 0.504 0.525 -0.4914
H -6.682 -4.795 -1.086 0.051 0.263 -0.378 0.3036
H -6.587 -4.913 1.197 -0.126 0.327 0.133 0.3147
H -5.975 -6.275 0.256 -0.170 -0.651 0.711 0.3306
H -3.649 -5.252 0.419 -0.189 -0.990 -0.234 0.2961
H -4.476 -5.884 1.944 0.482 -0.147 -0.165 0.2837
H -4.459 -3.210 1.156 0.040 0.148 -0.087 0.2869
O -6.921 1.077 2.047 1.173 -0.024 -0.646 -0.4989
C -8.287 1.366 1.899 0.523 0.080 2.131 -0.3953
C -8.950 0.271 1.146 -1.202 0.524 -1.160 -0.2945
O -10.375 0.401 1.077 0.241 0.082 0.012 -0.5166
H -6.498 1.273 1.208 0.356 -0.102 -0.057 0.2957
H -8.537 1.373 2.960 -1.019 0.300 -0.015 0.3182
H -8.416 2.357 1.464 -0.431 -0.042 -0.069 0.2585
H -8.678 -0.733 1.471 0.327 0.143 0.034 0.2668
H -8.630 0.504 0.130 0.054 -0.919 -0.375 0.2629
H -10.730 0.438 1.968 -0.010 -0.047 0.146 0.3035
O -3.614 -1.258 -2.784 -0.782 1.270 1.444 -0.4990
C -2.821 -1.503 -3.919 -0.462 0.940 0.613 -0.3395
C -3.557 -1.073 -5.170 3.773 -0.233 -0.934 -0.3460
O -4.411 -2.058 -5.471 -3.980 -1.554 -0.520 -0.5177
H -4.133 -2.006 -2.478 0.254 -0.217 -0.371 0.2578
H -1.932 -0.877 -3.842 0.349 -0.368 0.348 0.2673
H -2.667 -2.579 -3.831 0.809 0.060 -1.239 0.2827
H -2.853 -1.198 -5.992 0.802 0.587 -0.036 0.2568
H -3.912 -0.050 -5.289 -0.261 0.100 0.806 0.3345
H -5.221 -1.821 -5.013 -0.508 -0.595 -0.069 0.2989
O -4.439 -1.015 8.968 -1.339 1.481 2.414 -0.4972
C -3.820 -1.800 8.060 1.516 -0.996 -1.938 -0.4413
C -2.420 -2.256 8.550 0.558 -1.120 0.553 -0.3359
O -2.404 -3.515 9.336 -0.265 1.233 -0.984 -0.5378
H -4.983 -0.389 8.484 -0.092 0.026 0.377 0.3238
H -4.445 -2.645 7.772 0.171 -0.669 0.278 0.2851
H -3.836 -1.201 7.149 1.160 -0.267 -0.575 0.3477
H -1.856 -1.509 9.110 -0.881 0.526 0.588 0.2569
H -1.643 -2.431 7.806 -0.745 -0.389 -0.838 0.2996
H -3.205 -3.562 9.864 -0.082 0.174 0.115 0.2991
O -1.015 1.054 1.130 -0.858 -0.320 0.156 -0.5114
C 0.358 0.814 1.287 1.021 0.996 0.570 -0.3008
C 0.734 -0.048 2.476 -0.266 -1.377 -0.138 -0.3493
O 0.513 -1.431 2.218 -0.569 -0.484 -0.063 -0.5247
H -1.368 0.544 0.398 0.063 -0.119 0.045 0.2937
H 0.794 0.477 0.347 0.238 -0.202 0.167 0.2979
H 0.771 1.788 1.548 0.300 0.265 -0.332 0.2467
H 0.141 0.210 3.354 0.033 0.517 0.048 0.2850
H 1.785 -0.083 2.762 0.122 1.003 -0.306 0.2767
H -0.414 -1.592 2.410 -0.096 -0.303 -0.156 0.2854
O 7.030 2.776 1.201 -0.607 -0.689 0.974 -0.5401
C 8.196 2.052 1.679 -0.007 1.608 -2.513 -0.3549
C 8.073 1.568 3.062 1.860 2.464 0.597 -0.4144
O 7.285 0.485 3.101 -2.172 -2.215 0.688 -0.4849
H 7.164 3.170 0.336 0.390 -0.217 0.045 0.2936
H 8.384 1.193 1.036 -0.012 -0.204 -0.096 0.2396
H 8.985 2.780 1.492 0.678 -0.367 0.673 0.3332
H 7.745 2.361 3.733 -0.363 0.312 -0.087 0.3372
H 9.068 1.340 3.444 0.522 -0.127 -0.187 0.2612
H 6.787 0.571 3.917 -0.295 -0.578 -0.117 0.3283
O -1.952 4.773 6.130 0.071 0.629 -0.523 -0.5394
C -2.033 5.819 5.123 0.655 -0.184 1.123 -0.5179
C -2.869 6.995 5.588 -0.251 -0.720 -0.215 -0.2392
O -2.356 7.586 6.795 -0.439 0.071 -1.363 -0.4978
H -2.662 4.145 5.979 -0.096 0.025 -0.019 0.3060
H -1.034 6.248 5.042 0.284 -0.391 -0.037 0.2613
H -2.292 5.403 4.150 -0.344 0.146 0.011 0.3588
H -3.917 6.707 5.664 -0.214 -0.127 0.549 0.2653
H -2.875 7.650 4.716 0.369 0.847 0.464 0.2886
H -2.122 6.871 7.391 -0.032 -0.304 0.002 0.3144
O 3.606 -5.876 4.285 -1.072 0.367 -0.047 -0.4998
C 3.667 -5.907 5.705 0.062 0.557 0.086 -0.3604
C 2.368 -6.202 6.521 0.935 -1.023 -0.615 -0.2574
O 2.328 -7.582 6.806 -0.317 -1.006 0.491 -0.5309
H 3.095 -5.091 4.075 -0.095 0.042 -0.495 0.2870
H 4.461 -6.649 5.785 -0.336 -0.124 1.253 0.2741
H 4.018 -4.938 6.061 0.374 0.159 0.061 0.2643
H 1.447 -5.881 6.034 0.096 0.256 -0.335 0.2919
H 2.382 -5.753 7.514 0.340 0.431 -0.176 0.2520
H 1.824 -8.111 6.184 0.003 0.351 -0.231 0.2797
```
Forces are in eV/Å.